Entry 1:
Molecular formula: C72H86N10O7S
Method: DFT, ωB97M-V with the def2-TZVPD basis set

- gap between HOMO and LUMO (eV) = 9.3
- E_LUMO (eV) = 0.2
- net charge = 0

Bonds (Å) are listed after each position.
Cartesian coordinates (Å):
1 C 0.95 1.92 8.45  C2 1.527, H31 1.084, H32 1.079, H33 1.076
2 C 1.78 2.56 7.33  C1 1.527, C3 1.540, C4 1.530, C5 1.526
3 C 2.75 1.45 6.89  C2 1.540, H34 1.080, H35 1.081, H36 1.082
4 C 2.66 3.67 7.91  C2 1.530, H37 1.079, H38 1.081, H39 1.080
5 C 0.99 2.93 6.08  C2 1.526, C6 1.528, H40 1.079, H41 1.082
6 C -0.11 3.99 6.13  C5 1.528, C7 1.525, C8 1.534, C9 1.547
7 C 0.36 5.37 6.56  C6 1.525, H42 1.074, H43 1.080, H44 1.080
8 C -1.33 3.61 6.99  C6 1.534, H45 1.082, H46 1.076, H47 1.076
9 C -0.67 4.14 4.70  C6 1.547, C10 1.343, C30 1.339
10 C -0.39 3.28 3.70  C9 1.343, C11 1.328, H48 1.070
11 C -0.92 3.43 2.49  C10 1.328, C12 1.324, H49 1.071
12 C -1.72 4.44 2.21  C11 1.324, O13 1.388, C29 1.339
13 O -2.23 4.57 0.93  C12 1.388, C14 1.449
14 C -1.35 5.43 0.17  O13 1.449, C15 1.520, H50 1.077, H51 1.079
15 C -0.27 4.65 -0.57  C14 1.520, O16 1.414, H52 1.080, H53 1.082
16 O 1.05 5.08 -0.27  C15 1.414, C17 1.408
17 C 1.80 4.22 0.55  O16 1.408, C18 1.519, H54 1.084, H55 1.078
18 C 3.27 4.31 0.19  C17 1.519, O19 1.455, H56 1.077, H57 1.080
19 O 3.76 2.99 -0.18  C18 1.455, S20 1.625
20 S 4.36 2.19 1.09  O19 1.625, O21 1.436, O22 1.629
21 O 3.47 2.32 2.20  S20 1.436
22 O 4.21 0.64 0.59  S20 1.629, C23 1.433
23 C 2.97 0.01 0.92  O22 1.433, C24 1.516, H58 1.080, H59 1.078
24 C 2.77 -1.20 0.02  C23 1.516, C25 1.519, H60 1.077, H61 1.078
25 C 2.17 -2.35 0.80  C24 1.519, C26 1.497, H62 1.079, H63 1.083
26 C 1.78 -3.46 -0.13  C25 1.497, O27 1.224, O28 1.386
27 O 2.59 -4.09 -0.80  C26 1.224
28 O 0.43 -3.76 -0.21  C26 1.386, H64 0.962
29 C -2.02 5.31 3.19  C12 1.339, C30 1.327, H65 1.074
30 C -1.50 5.14 4.40  C9 1.339, C29 1.327, H66 1.068
31 H 0.16 1.35 7.97  C1 1.084
32 H 0.46 2.64 9.09  C1 1.079
33 H 1.52 1.20 9.00  C1 1.076
34 H 3.41 1.23 7.71  C3 1.080
35 H 2.23 0.55 6.60  C3 1.081
36 H 3.38 1.83 6.09  C3 1.082
37 H 3.54 3.28 8.40  C4 1.079
38 H 2.94 4.41 7.18  C4 1.081
39 H 2.09 4.20 8.67  C4 1.080
40 H 0.54 2.02 5.72  C5 1.079
41 H 1.71 3.25 5.33  C5 1.082
42 H -0.40 6.12 6.49  C7 1.074
43 H 0.64 5.33 7.60  C7 1.080
44 H 1.25 5.69 6.02  C7 1.080
45 H -1.67 2.63 6.68  C8 1.082
46 H -1.12 3.64 8.04  C8 1.076
47 H -2.13 4.28 6.73  C8 1.076
48 H 0.23 2.43 3.85  C10 1.070
49 H -0.68 2.73 1.71  C11 1.071
50 H -1.98 5.90 -0.57  C14 1.077
51 H -0.95 6.18 0.83  C14 1.079
52 H -0.41 4.81 -1.63  C15 1.080
53 H -0.44 3.60 -0.40  C15 1.082
54 H 1.70 4.53 1.59  C17 1.084
55 H 1.52 3.18 0.46  C17 1.078
56 H 3.38 4.93 -0.68  C18 1.077
57 H 3.87 4.65 1.02  C18 1.080
58 H 2.96 -0.33 1.94  C23 1.080
59 H 2.12 0.66 0.78  C23 1.078
60 H 3.72 -1.53 -0.36  C24 1.077
61 H 2.10 -0.96 -0.80  C24 1.078
62 H 2.86 -2.78 1.50  C25 1.079
63 H 1.27 -2.08 1.35  C25 1.083
64 H 0.16 -4.30 0.54  O28 0.962
65 H -2.69 6.12 2.97  C29 1.074
66 H -1.79 5.85 5.14  C30 1.068
67 N 8.98 0.31 0.66  C68 1.330, C72 1.331
68 C 9.77 -0.39 -0.15  N67 1.330, C69 1.387, H73 1.085
69 C 9.32 -1.03 -1.30  C68 1.387, C70 1.385, H74 1.081
70 C 7.97 -0.94 -1.61  C69 1.385, C71 1.385, H75 1.083
71 C 7.14 -0.21 -0.77  C70 1.385, C72 1.388, H76 1.080
72 C 7.69 0.39 0.34  N67 1.331, C71 1.388, H77 1.084
73 H 10.82 -0.43 0.13  C68 1.085
74 H 10.00 -1.58 -1.92  C69 1.081
75 H 7.58 -1.42 -2.49  C70 1.083
76 H 6.08 -0.12 -0.98  C71 1.080
77 H 7.08 0.97 1.03  C72 1.084
78 N -1.07 10.57 -1.97  C79 1.330, C83 1.330
79 C -0.58 9.65 -1.14  N78 1.330, C80 1.388, H84 1.085
80 C 0.12 8.53 -1.57  C79 1.388, C81 1.385, H85 1.083
81 C 0.33 8.37 -2.93  C80 1.385, C82 1.385, H86 1.083
82 C -0.18 9.32 -3.80  C81 1.385, C83 1.387, H87 1.081
83 C -0.87 10.40 -3.27  N78 1.330, C82 1.387, H88 1.085
84 H -0.77 9.81 -0.09  C79 1.085
85 H 0.50 7.81 -0.86  C80 1.083
86 H 0.87 7.51 -3.31  C81 1.083
87 H -0.04 9.23 -4.87  C82 1.081
88 H -1.27 11.17 -3.91  C83 1.085
89 N 3.29 -8.51 -4.48  C90 1.331, C94 1.332
90 C 2.43 -7.60 -4.95  N89 1.331, C91 1.386, H95 1.085
91 C 1.98 -6.52 -4.22  C90 1.386, C92 1.386, H96 1.081
92 C 2.44 -6.36 -2.92  C91 1.386, C93 1.385, H97 1.084
93 C 3.33 -7.30 -2.42  C92 1.385, C94 1.386, H98 1.081
94 C 3.72 -8.34 -3.24  N89 1.332, C93 1.386, H99 1.086
95 H 2.09 -7.76 -5.97  C90 1.085
96 H 1.29 -5.81 -4.65  C91 1.081
97 H 2.12 -5.53 -2.31  C92 1.084
98 H 3.72 -7.21 -1.41  C93 1.081
99 H 4.42 -9.10 -2.88  C94 1.086
100 N -2.53 -0.89 1.38  C101 1.331, C105 1.330
101 C -1.87 -1.62 0.48  N100 1.331, C102 1.385, H106 1.082
102 C -2.45 -2.15 -0.66  C101 1.385, C103 1.386, H107 1.081
103 C -3.79 -1.91 -0.89  C102 1.386, C104 1.384, H108 1.083
104 C -4.50 -1.15 0.03  C103 1.384, C105 1.387, H109 1.080
105 C -3.82 -0.67 1.14  N100 1.330, C104 1.387, H110 1.085
106 H -0.83 -1.79 0.70  C101 1.082
107 H -1.86 -2.73 -1.35  C102 1.081
108 H -4.29 -2.31 -1.77  C103 1.083
109 H -5.55 -0.94 -0.11  C104 1.080
110 H -4.34 -0.07 1.89  C105 1.085
111 N -2.92 1.81 -2.23  C112 1.332, C116 1.330
112 C -3.07 2.87 -1.44  N111 1.332, C113 1.387, H117 1.080
113 C -3.79 4.00 -1.80  C112 1.387, C114 1.385, H118 1.081
114 C -4.39 4.03 -3.04  C113 1.385, C115 1.385, H119 1.083
115 C -4.24 2.94 -3.88  C114 1.385, C116 1.387, H120 1.082
116 C -3.51 1.86 -3.43  N111 1.330, C115 1.387, H121 1.085
117 H -2.59 2.80 -0.47  C112 1.080
118 H -3.88 4.83 -1.11  C113 1.081
119 H -4.96 4.90 -3.36  C114 1.083
120 H -4.69 2.92 -4.87  C115 1.082
121 H -3.37 0.98 -4.05  C116 1.085
122 N 3.27 -14.65 -4.97  C123 1.331, C127 1.333
123 C 3.39 -13.84 -6.02  N122 1.331, C124 1.387, H128 1.085
124 C 3.28 -12.46 -5.94  C123 1.387, C125 1.386, H129 1.082
125 C 3.02 -11.89 -4.71  C124 1.386, C126 1.386, H130 1.083
126 C 2.89 -12.72 -3.61  C125 1.386, C127 1.388, H131 1.082
127 C 3.03 -14.09 -3.79  N122 1.333, C126 1.388, H132 1.084
128 H 3.59 -14.33 -6.97  C123 1.085
129 H 3.39 -11.85 -6.83  C124 1.082
130 H 2.93 -10.81 -4.61  C125 1.083
131 H 2.69 -12.32 -2.62  C126 1.082
132 H 2.93 -14.77 -2.95  C127 1.084
133 N -7.56 -0.32 -1.36  C134 1.332, C138 1.331
134 C -7.91 -1.60 -1.18  N133 1.332, C135 1.386, H139 1.085
135 C -8.81 -2.28 -1.99  C134 1.386, C136 1.385, H140 1.081
136 C -9.37 -1.59 -3.06  C135 1.385, C137 1.384, H141 1.082
137 C -9.03 -0.27 -3.26  C136 1.384, C138 1.387, H142 1.081
138 C -8.12 0.32 -2.38  N133 1.331, C137 1.387, H143 1.085
139 H -7.45 -2.10 -0.34  C134 1.085
140 H -9.05 -3.31 -1.80  C135 1.081
141 H -10.08 -2.08 -3.72  C136 1.082
142 H -9.45 0.31 -4.07  C137 1.081
143 H -7.82 1.35 -2.51  C138 1.085
144 N 2.90 9.65 3.49  C145 1.331, C149 1.330
145 C 3.36 10.35 2.46  N144 1.331, C146 1.388, H150 1.084
146 C 3.48 9.84 1.17  C145 1.388, C147 1.384, H151 1.081
147 C 3.09 8.53 0.95  C146 1.384, C148 1.385, H152 1.083
148 C 2.62 7.78 2.01  C147 1.385, C149 1.387, H153 1.082
149 C 2.54 8.39 3.26  N144 1.330, C148 1.387, H154 1.085
150 H 3.65 11.37 2.68  C145 1.084
151 H 3.85 10.46 0.37  C146 1.081
152 H 3.17 8.09 -0.04  C147 1.083
153 H 2.31 6.75 1.88  C148 1.082
154 H 2.17 7.84 4.12  C149 1.085
155 N 3.74 -15.30 -0.48  C156 1.330, C160 1.331
156 C 5.01 -15.68 -0.39  N155 1.330, C157 1.387, H161 1.085
157 C 5.66 -15.92 0.81  C156 1.387, C158 1.385, H162 1.081
158 C 4.95 -15.73 1.99  C157 1.385, C159 1.385, H163 1.082
159 C 3.63 -15.33 1.91  C158 1.385, C160 1.387, H164 1.081
160 C 3.08 -15.13 0.66  N155 1.331, C159 1.387, H165 1.085
161 H 5.53 -15.81 -1.34  C156 1.085
162 H 6.70 -16.23 0.82  C157 1.081
163 H 5.42 -15.90 2.95  C158 1.082
164 H 3.04 -15.17 2.80  C159 1.081
165 H 2.04 -14.81 0.55  C160 1.085
166 N -11.27 2.53 -5.59  C167 1.330, C171 1.330
167 C -10.61 1.80 -6.48  N166 1.330, C168 1.386, H172 1.085
168 C -11.19 1.28 -7.63  C167 1.386, C169 1.385, H173 1.081
169 C -12.53 1.55 -7.86  C168 1.385, C170 1.385, H174 1.082
170 C -13.23 2.31 -6.94  C169 1.385, C171 1.387, H175 1.081
171 C -12.55 2.77 -5.82  N166 1.330, C170 1.387, H176 1.084
172 H -9.56 1.62 -6.26  C167 1.085
173 H -10.61 0.69 -8.33  C168 1.081
174 H -13.02 1.16 -8.75  C169 1.082
175 H -14.28 2.53 -7.08  C170 1.081
176 H -13.06 3.37 -5.08  C171 1.084

=====

Entry 2:
Molecular formula: C7H10N2O2S2
Method: DFT, ωB97M-V with the def2-TZVPD basis set

- gap between HOMO and LUMO (alpha / beta) (eV) = 8.4 / 6.3
- E_LUMO (alpha / beta) (eV) = -0.3 / -1.3
- relative energy (zero: lowest compared OMol25 entry of this formula, charge and spin) (kJ/mol) = 476.3
- net charge = 0

Bonds (Å) are listed after each position.
Cartesian coordinates (Å):
1 C -3.07 -0.91 0.97  N8 1.314, S12 1.707, H14 1.097
2 C -1.30 0.27 1.54  C3 1.370, C4 1.447, N8 1.326
3 C -1.78 1.04 0.51  C2 1.370, S12 1.697
4 C -0.05 0.58 2.21  C2 1.447, C5 1.563, H15 1.084, H16 0.975
5 C 1.10 0.19 1.23  C4 1.563, N9 1.443, H17 1.063, H18 1.056
6 C 0.71 1.10 -0.97  N9 1.346, S13 1.756, H19 1.138
7 C 1.61 -0.96 -2.36  S13 1.816, H20 1.069, H21 1.041, H22 1.100
8 N -2.02 -0.82 1.76  C1 1.314, C2 1.326
9 N 1.45 1.09 0.15  C5 1.443, C6 1.346, H23 1.017
10 O -0.78 -0.09 -2.80  S13 1.435
11 O -0.32 -1.40 -0.74  S13 1.424
12 S -3.11 0.30 -0.23  C1 1.707, C3 1.697
13 S 0.04 -0.37 -1.66  C6 1.756, C7 1.816, O10 1.435, O11 1.424
14 H -3.81 -1.71 1.08  C1 1.097
15 H -0.01 1.66 2.19  C4 1.084
16 H 0.03 0.16 3.09  C4 0.975
17 H 1.96 0.11 1.84  C5 1.063
18 H 0.92 -0.75 0.78  C5 1.056
19 H 0.87 1.91 -1.76  C6 1.138
20 H 1.44 -1.92 -2.79  C7 1.069
21 H 1.99 -0.29 -3.07  C7 1.041
22 H 2.30 -1.14 -1.52  C7 1.100
23 H 1.83 1.95 0.55  N9 1.017